115
Properties=species:S:1:pos:R:3 method="wB97M-V/def2-TZVPD" spin_multiplicity=2 charge=-1 lumo_energy_ha="0.0829 / 0.0828" homo_energy_ev="-0.64 / -4.64" s_squared=0.753
C -0.12 0.56 0.37
N 1.09 -0.32 -0.01
O 1.18 -1.45 0.49
O 1.82 0.04 -0.88
H -0.59 0.81 -0.58
H 0.27 1.43 0.89
H -0.68 -0.11 1.03
F -2.70 1.96 -0.31
C -3.58 2.97 -0.48
C -3.14 4.26 -0.35
C -4.03 5.29 -0.60
C -5.30 5.11 -1.00
C -5.75 3.81 -1.22
C -4.86 2.73 -0.92
H -2.10 4.46 -0.12
H -3.60 6.28 -0.62
H -6.05 5.86 -1.20
H -6.76 3.64 -1.57
H -5.22 1.71 -1.03
F -0.12 5.22 2.08
C -0.16 5.84 0.90
C 0.39 5.13 -0.17
C 0.61 5.70 -1.42
C 0.18 7.07 -1.59
C -0.38 7.75 -0.54
C -0.56 7.19 0.67
H 0.67 4.10 0.00
H 1.14 5.14 -2.16
H 0.26 7.54 -2.55
H -0.69 8.79 -0.60
H -1.00 7.66 1.55
F 3.36 -4.36 2.04
C 2.38 -5.24 1.75
C 1.09 -4.88 1.37
C 0.14 -5.87 1.16
C 0.40 -7.24 1.57
C 1.76 -7.62 1.89
C 2.72 -6.63 1.87
H 0.81 -3.85 1.20
H -0.85 -5.48 0.97
H -0.37 -7.98 1.46
H 1.91 -8.63 2.22
H 3.75 -6.75 2.18
F -0.40 1.58 -3.40
C -0.34 0.22 -3.52
C -1.55 -0.54 -3.32
C -1.53 -1.91 -3.62
C -0.39 -2.50 -4.15
C 0.81 -1.77 -4.16
C 0.86 -0.41 -3.78
H -2.42 -0.11 -2.85
H -2.38 -2.53 -3.37
H -0.47 -3.55 -4.40
H 1.72 -2.33 -4.31
H 1.80 0.10 -3.65
F 1.84 0.28 2.90
C 1.46 -0.58 3.87
C 0.53 -0.14 4.79
C 0.00 -1.03 5.73
C 0.39 -2.32 5.82
C 1.27 -2.81 4.93
C 1.89 -1.92 3.95
H 0.18 0.88 4.70
H -0.71 -0.68 6.46
H -0.03 -2.83 6.67
H 1.61 -3.83 5.05
H 2.67 -2.28 3.30
F 5.45 4.61 -5.10
C 5.06 3.45 -4.43
C 4.00 3.53 -3.52
C 3.58 2.47 -2.77
C 4.30 1.27 -2.83
C 5.42 1.15 -3.72
C 5.81 2.24 -4.57
H 3.46 4.47 -3.46
H 2.72 2.53 -2.13
H 3.98 0.42 -2.24
H 5.95 0.22 -3.87
H 6.75 2.26 -5.10
F 6.41 -1.99 -4.20
C 5.67 -2.71 -3.33
C 6.10 -3.95 -2.98
C 5.36 -4.74 -2.11
C 4.12 -4.35 -1.67
C 3.70 -3.10 -2.02
C 4.45 -2.28 -2.81
H 7.07 -4.26 -3.34
H 5.78 -5.73 -1.93
H 3.36 -4.84 -1.07
H 2.72 -2.78 -1.72
H 4.03 -1.36 -3.18
F -1.84 1.74 2.51
C -2.54 1.70 3.61
C -3.74 0.94 3.74
C -4.54 1.06 4.88
C -4.19 1.87 5.93
C -3.12 2.72 5.78
C -2.27 2.67 4.64
H -4.11 0.35 2.92
H -5.30 0.30 4.94
H -4.76 1.90 6.85
H -2.94 3.52 6.49
H -1.40 3.31 4.62
F -4.02 -4.80 1.03
C -4.07 -3.57 0.39
C -4.35 -3.60 -1.02
C -4.43 -2.45 -1.75
C -4.04 -1.24 -1.11
C -3.75 -1.18 0.30
C -3.85 -2.37 1.09
H -4.51 -4.58 -1.47
H -4.61 -2.46 -2.81
H -3.96 -0.34 -1.71
H -3.43 -0.24 0.71
H -3.63 -2.37 2.15

***

118
Properties=species:S:1:pos:R:3 method="wB97M-V/def2-TZVPD" lumo_energy_ha=-0.0740 homo_energy_ev=-6.58 relative_energy_kcal_mol=82.6
Ga 1.18 -0.48 0.40
C -4.81 -1.60 1.39
C -3.92 -0.97 0.35
C -3.46 -1.50 -0.88
C -2.75 -0.44 -1.52
N -2.74 0.64 -0.70
N -3.50 0.34 0.39
B -3.78 1.54 1.34
N -3.06 1.76 2.78
N -2.10 2.73 2.92
C -1.70 2.72 4.21
C -2.52 1.79 4.94
C -3.39 1.26 4.00
C -4.65 0.50 4.21
C -0.47 3.39 4.61
C 0.24 4.19 3.66
C 1.56 4.43 3.95
C 2.07 4.21 5.24
C 1.36 3.43 6.15
C 0.04 3.08 5.90
N -3.52 2.92 0.67
N -2.29 3.23 0.10
C -2.18 4.59 -0.03
C -3.30 5.15 0.62
C -4.10 4.09 1.01
C -5.53 4.17 1.54
C -1.17 5.23 -0.85
C 0.02 4.63 -1.33
C 0.97 5.49 -1.88
C 0.87 6.86 -1.91
C -0.35 7.43 -1.51
C -1.36 6.64 -0.99
C -2.28 -0.43 -2.90
C -2.60 -1.45 -3.79
C -2.34 -1.24 -5.15
C -1.78 -0.10 -5.65
C -1.51 0.94 -4.72
C -1.78 0.80 -3.37
H -4.87 -2.67 1.20
H -5.82 -1.22 1.23
H -4.43 -1.42 2.41
H -3.59 -2.46 -1.31
H -4.97 1.34 1.55
H -2.48 1.54 5.94
H -4.49 -0.51 4.57
H -5.18 0.43 3.26
H -5.14 1.10 5.00
H -0.21 4.45 2.67
H 2.27 4.71 3.17
H 3.01 4.60 5.55
H 1.86 3.13 7.07
H -0.55 2.42 6.53
H -3.50 6.15 0.76
H -5.63 4.92 2.37
H -5.70 3.15 1.91
H -6.21 4.46 0.70
H 0.11 3.53 -1.40
H 1.91 5.04 -2.20
H 1.71 7.50 -2.24
H -0.43 8.50 -1.58
H -2.23 7.10 -0.50
H -3.10 -2.38 -3.45
H -2.48 -2.11 -5.85
H -1.49 -0.02 -6.69
H -0.89 1.76 -5.04
H -1.76 1.63 -2.69
O 2.49 0.70 1.10
N 1.75 1.77 0.69
O 0.59 1.50 0.37
S 1.27 -0.88 -1.82
Sb 2.63 -2.86 -1.94
C 4.36 -2.57 -0.59
C 5.04 -3.64 -0.02
C 5.98 -3.34 0.95
C 6.19 -2.04 1.42
C 5.57 -0.96 0.79
C 4.63 -1.25 -0.25
C 3.41 -2.77 -3.91
C 4.54 -1.99 -4.16
C 4.81 -1.45 -5.45
C 3.99 -1.78 -6.50
C 2.96 -2.71 -6.29
C 2.67 -3.19 -5.04
C 1.21 -4.48 -2.39
C 1.73 -5.73 -2.65
C 0.89 -6.79 -3.07
C -0.45 -6.54 -3.27
C -0.97 -5.24 -3.11
C -0.13 -4.22 -2.69
H 4.88 -4.70 -0.29
H 6.46 -4.17 1.50
H 6.94 -1.92 2.16
H 5.87 0.05 1.06
H 4.12 -0.46 -0.77
H 5.26 -1.79 -3.33
H 5.62 -0.74 -5.58
H 4.13 -1.35 -7.47
H 2.39 -3.12 -7.11
H 1.85 -3.88 -4.95
H 2.79 -5.92 -2.45
H 1.30 -7.79 -3.17
H -1.15 -7.34 -3.55
H -2.04 -5.01 -3.29
H -0.48 -3.16 -2.61
F 3.05 -5.18 4.80
C 2.59 -4.30 3.90
C 2.88 -2.95 4.08
C 2.17 -2.03 3.32
C 1.11 -2.39 2.45
C 0.17 -1.39 1.84
C 1.03 -3.77 2.16
C 1.68 -4.71 2.95
H 3.58 -2.62 4.79
H 2.44 -1.00 3.35
H -0.20 -0.67 2.55
H -0.58 -1.91 1.23
H 0.42 -4.13 1.33
H 1.52 -5.78 2.78

***

115
Properties=species:S:1:pos:R:3 method="wB97M-V/def2-TZVPD" charge=-2 lumo_energy_ha="0.1262 / 0.1262" homo_energy_ev="-1.01 / -1.02" relative_energy_kcal_mol=5.9
K 0.85 -1.77 0.10
C -2.05 5.18 0.52
C -3.03 4.53 1.30
C -2.96 3.20 1.69
C -1.96 2.43 1.19
C -1.64 0.97 1.17
N -2.44 0.13 1.75
C -2.68 -1.12 1.39
C -3.88 -1.88 1.88
C -5.00 -1.54 2.65
C -5.81 -2.56 3.02
C -5.77 -3.83 2.43
C -4.73 -4.09 1.54
C -3.78 -3.15 1.20
C -2.55 -3.13 0.40
N -2.22 -4.04 -0.43
C -1.68 -3.69 -1.59
N -0.72 -2.85 -1.88
C -0.71 -2.63 -3.23
N -0.03 -1.70 -3.87
C 0.53 -0.62 -3.36
N 0.42 -0.18 -2.08
C 0.80 1.17 -2.19
N 0.57 2.07 -1.25
C -0.23 1.95 -0.19
N -0.57 0.72 0.40
C -0.94 3.06 0.43
C -1.03 4.39 -0.04
C 1.17 1.59 -3.52
C 1.34 2.77 -4.18
C 1.42 2.79 -5.60
C 1.38 1.59 -6.33
C 1.22 0.39 -5.66
C 1.12 0.36 -4.30
C -1.64 -3.57 -3.91
C -2.13 -3.76 -5.24
C -2.83 -4.88 -5.47
C -3.31 -5.75 -4.43
C -3.16 -5.32 -3.10
C -2.22 -4.32 -2.87
N -1.89 -1.91 0.65
H -2.17 6.26 0.23
H -3.85 5.10 1.64
H -3.74 2.77 2.35
H -5.10 -0.48 2.98
H -6.60 -2.40 3.74
H -6.54 -4.60 2.50
H -4.62 -5.06 1.15
H -0.35 4.76 -0.72
H 1.34 3.66 -3.55
H 1.53 3.73 -6.04
H 1.50 1.63 -7.42
H 1.16 -0.54 -6.20
H -1.87 -3.10 -6.08
H -2.95 -5.09 -6.56
H -3.77 -6.72 -4.67
H -3.86 -5.65 -2.28
C -4.08 4.77 -3.12
C -4.91 6.03 -2.81
C -4.02 7.29 -2.53
C -5.98 6.32 -3.88
C -5.58 5.68 -1.54
N -5.98 5.47 -0.47
H -3.62 4.93 -4.14
H -4.74 3.90 -3.18
H -3.26 4.50 -2.38
H -3.60 7.77 -3.46
H -3.16 6.96 -1.91
H -4.56 8.00 -1.99
H -5.53 6.60 -4.83
H -6.66 7.11 -3.61
H -6.69 5.50 -4.00
C 7.92 -0.52 1.06
C 6.49 -0.08 0.96
C 6.16 0.93 0.05
C 4.78 1.30 -0.18
C 4.54 2.42 -1.22
C 3.79 0.62 0.48
C 4.07 -0.46 1.37
C 5.43 -0.68 1.71
N 3.01 -1.04 1.86
C 3.18 -1.75 3.16
C 3.71 -3.16 3.03
C 3.56 -3.98 4.34
C 4.34 -3.32 5.41
C 3.80 -1.89 5.63
C 2.32 -1.99 6.09
C 1.49 -2.66 4.98
C 2.06 -4.08 4.76
C 1.64 -1.82 3.69
C 3.97 -1.04 4.35
H 8.33 -0.49 0.04
H 7.98 -1.57 1.36
H 8.50 0.08 1.72
H 6.89 1.48 -0.48
H 5.06 2.10 -2.18
H 5.00 3.31 -0.80
H 3.46 2.52 -1.41
H 2.76 0.85 0.29
H 5.66 -1.36 2.54
H 4.77 -3.12 2.82
H 3.29 -3.77 2.20
H 4.08 -4.94 4.13
H 5.43 -3.18 5.29
H 4.24 -3.87 6.40
H 4.35 -1.52 6.47
H 2.02 -0.96 6.30
H 2.30 -2.48 7.08
H 0.46 -2.69 5.22
H 1.39 -4.61 4.00
H 1.92 -4.64 5.68
H 1.25 -0.82 3.88
H 0.99 -2.25 2.90
H 5.05 -1.01 4.25
H 3.60 0.00 4.54

***

111
Properties=species:S:1:pos:R:3 method="wB97M-V/def2-TZVPD" charge=+3 lumo_energy_ha=-0.3598 homo_energy_ev=-15.87 relative_energy_kcal_mol=18.8
Ta -0.02 0.07 0.15
O -3.54 -0.29 -0.81
C -4.25 0.90 -0.81
C -5.45 1.03 -1.50
C -6.16 2.21 -1.40
C -5.68 3.26 -0.62
C -4.45 3.15 0.00
C -3.71 1.97 -0.10
P -1.94 2.04 0.30
C -1.71 2.42 2.04
C -2.75 2.30 2.97
C -2.50 2.56 4.31
C -1.22 2.91 4.72
C -0.18 3.00 3.81
C -0.42 2.76 2.47
C -1.52 3.50 -0.69
C -1.63 3.39 -2.08
C -1.60 4.53 -2.86
C -1.45 5.78 -2.27
C -1.32 5.89 -0.90
C -1.37 4.75 -0.10
C -4.08 -1.35 -0.10
C -5.39 -1.41 0.35
C -5.82 -2.56 1.00
C -4.96 -3.63 1.21
C -3.65 -3.53 0.82
C -3.19 -2.38 0.17
P -1.45 -2.21 -0.27
C -0.70 -3.32 0.97
C -0.12 -4.54 0.63
C 0.36 -5.38 1.63
C 0.26 -5.01 2.97
C -0.35 -3.80 3.31
C -0.83 -2.97 2.32
C -1.18 -2.86 -1.92
C -1.85 -4.03 -2.31
C -1.66 -4.54 -3.58
C -0.83 -3.88 -4.48
C -0.19 -2.71 -4.11
C -0.36 -2.20 -2.83
H -5.82 0.20 -2.09
H -7.10 2.32 -1.92
H -6.25 4.17 -0.53
H -4.04 4.00 0.53
H -3.75 2.03 2.65
H -3.30 2.49 5.02
H -1.04 3.11 5.77
H 0.81 3.29 4.14
H 0.38 2.88 1.74
H -1.77 2.42 -2.55
H -1.69 4.45 -3.94
H -1.43 6.67 -2.89
H -1.21 6.86 -0.44
H -1.30 4.85 0.98
H -6.08 -0.60 0.20
H -6.85 -2.62 1.34
H -5.32 -4.53 1.70
H -2.97 -4.34 1.04
H -0.05 -4.85 -0.40
H 0.81 -6.33 1.37
H 0.63 -5.66 3.74
H -0.46 -3.52 4.35
H -1.34 -2.04 2.60
H -2.53 -4.53 -1.63
H -2.18 -5.44 -3.88
H -0.70 -4.28 -5.47
H 0.44 -2.19 -4.81
H 0.15 -1.28 -2.56
C 2.29 4.71 -0.35
C 2.47 3.67 -1.47
C 3.94 3.24 -1.56
C 1.99 4.23 -2.81
C 1.66 2.51 -1.14
C 0.92 1.57 -0.84
H 2.88 5.59 -0.60
H 2.65 4.33 0.61
H 1.25 5.01 -0.25
H 4.53 4.11 -1.87
H 4.07 2.46 -2.31
H 4.31 2.89 -0.60
H 2.60 5.10 -3.05
H 0.95 4.55 -2.76
H 2.10 3.50 -3.61
N 2.29 -2.39 1.40
C 3.35 -3.16 0.71
C 4.55 -3.32 1.37
C 5.57 -4.02 0.74
C 5.36 -4.54 -0.54
C 4.15 -4.34 -1.19
C 3.12 -3.65 -0.56
H 1.39 -2.89 1.40
H 2.57 -2.25 2.38
H 4.71 -2.91 2.36
H 6.51 -4.17 1.24
H 6.15 -5.08 -1.03
H 4.00 -4.74 -2.18
H 2.19 -3.47 -1.08
O 1.41 -1.18 -0.40
C 2.06 -1.00 0.81
O 1.09 -0.36 1.65
C 3.38 -0.29 0.77
C 4.21 -0.48 -0.33
C 5.51 -0.02 -0.28
C 5.98 0.63 0.86
C 5.14 0.83 1.95
C 3.83 0.36 1.91
H 3.85 -1.00 -1.21
H 6.17 -0.16 -1.13
H 7.00 0.98 0.90
H 5.50 1.33 2.83
H 3.18 0.50 2.76